1.
{
  "formula": "C19H35BrNO15PS",
  "method": "ωB97M-V/def2-TZVPD",
  "species": ["C", "C", "C", "O", "C", "C", "C", "O", "C", "C", "C", "C", "S", "O", "O", "O", "P", "O", "O", "O", "O", "C", "Br", "O", "N", "O", "H", "H", "H", "H", "H", "H", "H", "H", "H", "H", "H", "H", "H", "H", "H", "H", "H", "H", "H", "H", "H", "H", "H", "O", "C", "C", "C", "C", "O", "H", "H", "H", "H", "H", "H", "O", "C", "C", "C", "C", "O", "H", "H", "H", "H", "H", "H"],
  "coordinates": [[2.81, 0.65, 1.39], [1.62, 0.86, 0.28], [0.86, -0.60, -0.03], [-0.22, -0.43, -1.05], [-0.54, -1.72, -1.69], [-0.48, -1.67, -3.35], [-2.03, -1.89, -3.92], [-2.47, -0.83, -4.84], [-2.70, 0.45, -4.15], [-4.27, 0.76, -3.77], [-4.70, 0.06, -2.31], [-5.02, 1.19, -1.14], [-6.62, 0.79, -0.18], [-6.30, -0.08, 1.09], [-7.35, 2.09, 0.32], [-7.76, -0.06, -1.12], [-2.05, 1.82, -5.37], [-2.99, 1.84, -6.68], [-0.48, 1.27, -5.95], [-1.98, 3.39, -4.62], [0.36, -2.81, -3.76], [1.72, -2.39, -4.13], [2.88, -4.05, -3.87], [2.31, -1.36, -3.26], [2.60, -0.33, -4.12], [2.41, 0.75, -3.58], [3.74, 0.11, 0.89], [3.16, 1.73, 1.77], [2.45, 0.02, 2.33], [2.15, 1.14, -0.74], [0.80, 1.63, 0.60], [1.73, -1.31, -0.44], [0.37, -1.04, 0.97], [-1.60, -2.05, -1.27], [0.20, -2.58, -1.33], [-0.14, -0.63, -3.77], [-1.97, -2.89, -4.58], [-2.81, -2.11, -3.08], [-2.08, 0.60, -3.17], [-5.03, 0.53, -4.63], [-4.35, 1.94, -3.57], [-5.62, -0.63, -2.57], [-3.85, -0.62, -1.88], [-4.16, 1.13, -0.32], [-5.06, 2.29, -1.54], [-7.37, -0.99, -1.27], [-0.66, 0.37, -6.33], [-2.93, 3.73, -4.65], [1.79, -2.12, -5.27], [4.54, 1.19, 4.34], [4.28, 2.36, 4.62], [3.02, 2.84, 5.26], [3.08, 4.33, 5.00], [4.57, 4.59, 4.95], [5.14, 3.40, 4.41], [3.06, 2.62, 6.33], [2.14, 2.39, 4.80], [2.57, 4.92, 5.76], [2.63, 4.55, 4.03], [4.99, 4.77, 5.94], [4.80, 5.44, 4.30], [1.91, -3.90, 1.96], [1.93, -3.63, 3.15], [3.11, -3.06, 3.88], [2.73, -3.29, 5.32], [1.22, -3.24, 5.27], [0.87, -3.75, 3.99], [3.20, -1.99, 3.65], [4.03, -3.59, 3.62], [3.16, -2.56, 6.01], [3.06, -4.29, 5.63], [0.84, -2.21, 5.36], [0.77, -3.85, 6.06]],
  "lowdin_charge": [-0.141, -0.216, -0.196, -0.229, -0.126, -0.192, -0.104, -0.189, -0.335, -0.128, -0.183, -0.202, 0.800, -0.392, -0.379, -0.229, 0.789, -0.390, -0.219, -0.209, -0.185, -0.614, 0.652, -0.143, -0.018, 0.055, 0.093, 0.080, 0.075, 0.109, 0.111, 0.136, 0.141, 0.132, 0.152, 0.152, 0.160, 0.120, 0.145, 0.140, 0.110, 0.109, 0.105, 0.137, 0.116, 0.104, 0.080, 0.092, 0.146, 0.086, -0.468, -0.089, -0.169, -0.171, 0.030, 0.136, 0.129, 0.121, 0.124, 0.130, 0.130, 0.091, -0.463, -0.083, -0.167, -0.173, 0.026, 0.122, 0.134, 0.122, 0.123, 0.128, 0.128],
  "smiles": "CCCOC[C@H](CO[C@H](CCCS(=O)(=O)O)P(=O)(O)O)O[C@H](Br)ON=O.O=C1CCCO1.O=C1CCCO1",
  "relative_energy_ev": 6.8776,
  "total_energy_ev": -142629.3395,
  "largest_force_ev_per_a": 8.15,
  "lumo_ev": -0.780,
  "multiplicity": 1
}

---

2.
{
  "formula": "C3H10O3",
  "method": "ωB97M-V/def2-TZVPD",
  "species": ["C", "C", "C", "O", "H", "H", "H", "H", "H", "H", "O", "H", "H", "O", "H", "H"],
  "coordinates": [[0.87, -0.77, -0.70], [0.80, -2.26, -0.23], [-0.62, -2.62, -0.06], [-1.28, -1.85, 0.58], [1.71, -0.46, -1.38], [1.02, -0.03, 0.22], [-0.15, -0.69, -1.14], [1.37, -2.88, -1.00], [1.35, -2.46, 0.79], [-0.95, -3.51, -0.48], [1.04, 4.91, 1.59], [0.63, 5.34, 2.32], [0.28, 4.59, 1.08], [-1.82, 1.12, -0.26], [-2.29, 1.41, -0.94], [-1.95, 0.15, -0.39]],
  "lowdin_charge": [-0.113, -0.231, -0.289, 0.051, 0.077, 0.117, 0.051, 0.115, 0.153, 0.097, -0.044, 0.007, 0.037, -0.004, -0.059, 0.036],
  "smiles": "CCC=O.O.O",
  "relative_energy_ev": 1.6028,
  "total_energy_ev": -9413.9301,
  "largest_force_ev_per_a": 6.97,
  "lumo_ev": 0.680,
  "multiplicity": 1
}

---

3.
{
  "formula": "H2P4",
  "method": "ωB97M-V/def2-TZVPD",
  "species": ["P", "P", "P", "P", "H", "H"],
  "coordinates": [[-0.17, 1.45, 0.32], [-0.64, -0.42, 1.02], [0.10, -1.57, -0.54], [0.33, 0.38, -1.63], [-1.48, -0.46, 2.17], [1.86, 0.63, -1.34]],
  "lowdin_charge": [0.053, 0.031, 0.024, 0.107, -0.111, -0.102],
  "smiles": "P1=[PH]=P#[PH]1",
  "relative_energy_ev": 1.5775,
  "total_energy_ev": -37185.0098,
  "largest_force_ev_per_a": 3.17,
  "lumo_ev": -0.975,
  "multiplicity": 1
}

---

4.
{
  "formula": "C50H57N2OP2Si3Ti",
  "method": "ωB97M-V/def2-TZVPD",
  "species": ["Ti", "C", "Si", "C", "C", "N", "P", "C", "P", "N", "Si", "C", "C", "C", "C", "C", "C", "C", "C", "C", "C", "C", "C", "C", "C", "C", "C", "C", "C", "C", "C", "C", "C", "C", "C", "C", "C", "C", "H", "H", "H", "H", "H", "H", "H", "H", "H", "H", "H", "H", "H", "H", "H", "H", "H", "H", "H", "H", "H", "H", "H", "H", "H", "H", "H", "H", "H", "H", "H", "H", "H", "H", "H", "H", "H", "H", "C", "O", "H", "H", "H", "H", "C", "C", "C", "C", "C", "C", "Si", "C", "C", "C", "C", "C", "C", "C", "C", "C", "C", "C", "C", "H", "H", "H", "H", "H", "H", "H", "H", "H", "H", "H", "H", "H", "H", "H"],
  "coordinates": [[0.30, -0.33, -0.34], [3.34, 2.59, -2.40], [1.43, 2.33, -2.32], [0.61, 3.97, -2.88], [1.08, 1.09, -3.76], [0.94, 1.59, -0.86], [0.28, 2.09, 0.57], [-0.34, 0.80, 1.52], [0.93, -0.19, 2.16], [0.91, -1.50, 1.20], [1.52, -3.10, 1.31], [3.44, -3.16, 1.17], [1.03, -4.08, 2.88], [0.74, -4.06, -0.15], [0.59, -0.69, 3.86], [-0.70, -0.52, 4.36], [-1.03, -0.99, 5.61], [-0.07, -1.65, 6.38], [1.21, -1.84, 5.88], [1.54, -1.37, 4.63], [2.63, 0.47, 2.23], [3.18, 1.11, 3.34], [4.42, 1.72, 3.23], [5.11, 1.70, 2.03], [4.57, 1.04, 0.93], [3.33, 0.45, 1.03], [-1.22, 3.02, 0.15], [-2.36, 2.24, -0.06], [-3.55, 2.83, -0.41], [-3.63, 4.21, -0.55], [-2.51, 4.99, -0.32], [-1.31, 4.41, 0.03], [1.33, 3.32, 1.39], [2.11, 4.24, 0.70], [2.88, 5.15, 1.39], [2.90, 5.14, 2.78], [2.12, 4.22, 3.48], [1.34, 3.32, 2.79], [3.60, 3.27, -3.20], [3.86, 1.65, -2.58], [3.74, 3.00, -1.47], [1.04, 4.31, -3.82], [0.73, 4.77, -2.16], [-0.46, 3.84, -3.03], [0.60, 1.59, -4.59], [0.41, 0.28, -3.45], [2.00, 0.66, -4.16], [3.90, -2.64, 2.00], [3.79, -2.69, 0.25], [3.80, -4.18, 1.18], [1.83, -4.13, 3.61], [0.77, -5.10, 2.61], [0.17, -3.64, 3.37], [0.66, -3.44, -1.04], [-0.27, -4.38, 0.11], [1.31, -4.95, -0.39], [-1.42, 0.00, 3.74], [-2.02, -0.85, 6.01], [-0.33, -2.02, 7.36], [1.95, -2.35, 6.48], [2.53, -1.53, 4.22], [2.64, 1.13, 4.28], [4.84, 2.23, 4.09], [6.07, 2.18, 1.96], [5.12, 1.01, 0.00], [2.88, -0.08, 0.19], [-2.28, 1.17, 0.06], [-4.42, 2.21, -0.59], [-4.57, 4.68, -0.83], [-2.57, 6.07, -0.42], [-0.44, 5.02, 0.23], [2.09, 4.25, -0.38], [3.48, 5.87, 0.85], [3.53, 5.83, 3.32], [2.13, 4.22, 4.56], [0.71, 2.60, 3.31], [2.42, -2.00, -2.77], [2.00, -1.17, -1.71], [3.45, -1.77, -3.06], [1.77, -1.88, -3.65], [2.36, -3.03, -2.42], [2.06, -0.24, -1.98], [-5.04, -1.93, 1.79], [-3.70, -1.97, 2.13], [-2.73, -1.76, 1.16], [-3.09, -1.52, -0.17], [-4.44, -1.45, -0.48], [-5.41, -1.66, 0.49], [-1.67, -1.35, -1.48], [-2.55, -0.33, -2.88], [-3.48, -0.91, -3.73], [-4.14, -0.16, -4.69], [-3.86, 1.19, -4.83], [-2.92, 1.77, -4.00], [-2.28, 1.02, -3.03], [-1.76, -3.09, -2.34], [-1.15, -3.28, -3.58], [-1.18, -4.50, -4.22], [-1.85, -5.57, -3.65], [-2.47, -5.40, -2.42], [-2.42, -4.18, -1.78], [-5.80, -2.13, 2.54], [-3.40, -2.16, 3.15], [-1.68, -1.77, 1.43], [-4.75, -1.23, -1.49], [-6.46, -1.61, 0.22], [-3.69, -1.97, -3.64], [-4.89, -0.63, -5.32], [-4.37, 1.77, -5.59], [-2.69, 2.83, -4.11], [-1.55, 1.50, -2.38], [-0.65, -2.44, -4.05], [-0.70, -4.62, -5.19], [-1.89, -6.52, -4.16], [-2.99, -6.23, -1.97], [-2.91, -4.06, -0.82]],
  "lowdin_charge": [0.412, -0.174, 0.392, -0.166, -0.168, -0.322, 0.663, -0.406, 0.652, -0.348, 0.403, -0.171, -0.171, -0.163, -0.284, -0.080, -0.087, -0.093, -0.095, -0.116, -0.282, -0.107, -0.092, -0.084, -0.074, -0.098, -0.266, -0.103, -0.074, -0.094, -0.101, -0.091, -0.269, -0.088, -0.086, -0.089, -0.093, -0.098, 0.017, 0.012, 0.001, 0.024, 0.005, 0.013, 0.027, 0.002, 0.021, 0.010, 0.010, 0.015, 0.010, 0.017, 0.017, -0.015, 0.024, 0.026, 0.092, 0.099, 0.095, 0.101, 0.107, 0.107, 0.101, 0.097, 0.100, 0.070, 0.068, 0.108, 0.094, 0.094, 0.094, 0.068, 0.100, 0.095, 0.104, 0.102, -0.120, -0.238, 0.089, 0.077, 0.082, 0.020, -0.116, -0.097, -0.118, -0.295, -0.100, -0.107, 0.702, -0.280, -0.120, -0.101, -0.113, -0.096, -0.133, -0.310, -0.130, -0.106, -0.119, -0.103, -0.112, 0.089, 0.090, 0.066, 0.087, 0.091, 0.098, 0.092, 0.089, 0.093, 0.063, 0.093, 0.092, 0.088, 0.093, 0.096],
  "relative_energy_ev": 0.0000,
  "total_energy_ev": -123134.0334,
  "s_squared": 2.005,
  "largest_force_ev_per_a": 2.53,
  "total_charge": -1,
  "lumo_ev": [2.395, 2.394],
  "multiplicity": 3
}

---

5.
{
  "formula": "C6H40O13",
  "method": "ωB97M-V/def2-TZVPD",
  "species": ["C", "C", "C", "C", "C", "C", "H", "H", "H", "H", "H", "H", "H", "H", "H", "H", "H", "H", "H", "H", "H", "H", "O", "H", "H", "O", "H", "H", "O", "H", "H", "O", "H", "H", "O", "H", "H", "O", "H", "H", "O", "H", "H", "O", "H", "H", "O", "H", "H", "O", "H", "H", "O", "H", "H", "O", "H", "H", "O"],
  "coordinates": [[-1.71, 1.03, 0.11], [-0.86, 0.01, -0.68], [0.25, -0.64, 0.20], [-0.38, -1.87, 1.04], [-0.04, -3.10, 0.29], [1.46, -3.54, 0.53], [-1.03, 1.74, 0.52], [-2.33, 1.52, -0.69], [-2.56, 0.64, 0.69], [-1.60, -0.77, -1.01], [-0.34, 0.44, -1.53], [1.10, -1.08, -0.36], [0.66, -0.03, 1.01], [-1.48, -1.78, 0.96], [-0.18, -1.94, 2.14], [-0.65, -4.01, 0.50], [-0.32, -2.95, -0.82], [1.83, -4.06, -0.30], [1.19, -4.12, 1.44], [2.14, -2.77, 0.86], [2.84, -0.01, -1.12], [3.81, 0.33, 0.10], [3.68, 0.40, -0.86], [-2.15, 1.58, 4.13], [-2.15, 0.56, 3.13], [-1.48, 1.06, 3.63], [-0.56, 3.64, -0.10], [-1.05, 4.59, -1.33], [-0.42, 3.93, -1.01], [4.40, 1.25, 2.34], [3.27, 1.80, 1.54], [3.76, 0.96, 1.68], [-3.11, -1.78, -3.41], [-3.18, -0.45, -3.07], [-3.60, -1.27, -2.75], [2.36, -1.17, -3.20], [1.22, -2.21, -2.69], [1.44, -1.35, -3.03], [-0.36, -1.79, -3.54], [-1.01, -2.07, -2.14], [-1.03, -2.26, -3.07], [1.18, 4.74, -0.63], [2.67, 4.07, -0.92], [2.11, 4.63, -0.38], [-4.16, -1.18, 2.16], [-2.77, -1.47, 1.69], [-3.26, -1.27, 2.48], [-4.17, -0.65, -0.85], [-3.52, -2.03, -0.46], [-3.96, -1.25, -0.14], [1.02, 3.17, 2.28], [1.87, 4.10, 1.43], [1.92, 3.50, 2.21], [4.17, -2.09, -1.47], [4.77, -0.97, -2.15], [4.36, -1.83, -2.41], [-1.05, 2.71, 2.82], [-1.81, 4.06, 2.15], [-1.21, 3.31, 2.08]],
  "lowdin_charge": [-0.097, -0.231, -0.159, -0.203, -0.281, -0.075, 0.026, 0.083, 0.060, 0.072, 0.104, 0.074, 0.106, 0.064, 0.136, 0.117, 0.095, 0.048, 0.083, 0.063, 0.007, -0.006, -0.076, 0.068, 0.019, -0.062, 0.015, 0.072, -0.047, 0.063, 0.041, -0.058, 0.043, 0.057, -0.075, 0.027, 0.036, -0.045, 0.014, -0.018, -0.050, 0.009, 0.051, -0.065, 0.040, -0.040, -0.060, 0.031, 0.045, -0.055, 0.003, 0.011, -0.074, 0.057, 0.033, -0.095, 0.008, 0.063, -0.065],
  "relative_energy_ev": 1.8501,
  "total_energy_ev": -33487.6684,
  "largest_force_ev_per_a": 3.17,
  "lumo_ev": 0.097,
  "multiplicity": 1
}

---

6.
{
  "formula": "C5H3NO2",
  "method": "ωB97M-V/def2-TZVPD",
  "species": ["N", "C", "C", "C", "C", "O", "C", "O", "H", "H", "H"],
  "coordinates": [[2.68, 0.36, 2.42], [1.86, 0.18, 1.63], [0.72, -0.07, 0.79], [0.34, 0.75, -0.23], [-0.86, -0.05, -0.83], [-1.56, 0.20, -1.94], [-1.03, -1.08, -0.02], [0.01, -1.17, 0.92], [0.93, 1.60, -0.55], [-1.36, 1.14, -2.32], [-1.73, -1.85, 0.12]],
  "lowdin_charge": [0.168, -0.129, -0.338, 0.105, -0.296, 0.044, -0.024, 0.054, 0.115, 0.174, 0.127],
  "smiles": "N#Cc1cc(O)co1",
  "relative_energy_ev": 0.9182,
  "total_energy_ev": -10816.4962,
  "largest_force_ev_per_a": 4.19,
  "lumo_ev": 0.329,
  "multiplicity": 1
}

---

Repeat the fifth record exactly.
{
  "formula": "C6H40O13",
  "method": "ωB97M-V/def2-TZVPD",
  "species": ["C", "C", "C", "C", "C", "C", "H", "H", "H", "H", "H", "H", "H", "H", "H", "H", "H", "H", "H", "H", "H", "H", "O", "H", "H", "O", "H", "H", "O", "H", "H", "O", "H", "H", "O", "H", "H", "O", "H", "H", "O", "H", "H", "O", "H", "H", "O", "H", "H", "O", "H", "H", "O", "H", "H", "O", "H", "H", "O"],
  "coordinates": [[-1.71, 1.03, 0.11], [-0.86, 0.01, -0.68], [0.25, -0.64, 0.20], [-0.38, -1.87, 1.04], [-0.04, -3.10, 0.29], [1.46, -3.54, 0.53], [-1.03, 1.74, 0.52], [-2.33, 1.52, -0.69], [-2.56, 0.64, 0.69], [-1.60, -0.77, -1.01], [-0.34, 0.44, -1.53], [1.10, -1.08, -0.36], [0.66, -0.03, 1.01], [-1.48, -1.78, 0.96], [-0.18, -1.94, 2.14], [-0.65, -4.01, 0.50], [-0.32, -2.95, -0.82], [1.83, -4.06, -0.30], [1.19, -4.12, 1.44], [2.14, -2.77, 0.86], [2.84, -0.01, -1.12], [3.81, 0.33, 0.10], [3.68, 0.40, -0.86], [-2.15, 1.58, 4.13], [-2.15, 0.56, 3.13], [-1.48, 1.06, 3.63], [-0.56, 3.64, -0.10], [-1.05, 4.59, -1.33], [-0.42, 3.93, -1.01], [4.40, 1.25, 2.34], [3.27, 1.80, 1.54], [3.76, 0.96, 1.68], [-3.11, -1.78, -3.41], [-3.18, -0.45, -3.07], [-3.60, -1.27, -2.75], [2.36, -1.17, -3.20], [1.22, -2.21, -2.69], [1.44, -1.35, -3.03], [-0.36, -1.79, -3.54], [-1.01, -2.07, -2.14], [-1.03, -2.26, -3.07], [1.18, 4.74, -0.63], [2.67, 4.07, -0.92], [2.11, 4.63, -0.38], [-4.16, -1.18, 2.16], [-2.77, -1.47, 1.69], [-3.26, -1.27, 2.48], [-4.17, -0.65, -0.85], [-3.52, -2.03, -0.46], [-3.96, -1.25, -0.14], [1.02, 3.17, 2.28], [1.87, 4.10, 1.43], [1.92, 3.50, 2.21], [4.17, -2.09, -1.47], [4.77, -0.97, -2.15], [4.36, -1.83, -2.41], [-1.05, 2.71, 2.82], [-1.81, 4.06, 2.15], [-1.21, 3.31, 2.08]],
  "lowdin_charge": [-0.097, -0.231, -0.159, -0.203, -0.281, -0.075, 0.026, 0.083, 0.060, 0.072, 0.104, 0.074, 0.106, 0.064, 0.136, 0.117, 0.095, 0.048, 0.083, 0.063, 0.007, -0.006, -0.076, 0.068, 0.019, -0.062, 0.015, 0.072, -0.047, 0.063, 0.041, -0.058, 0.043, 0.057, -0.075, 0.027, 0.036, -0.045, 0.014, -0.018, -0.050, 0.009, 0.051, -0.065, 0.040, -0.040, -0.060, 0.031, 0.045, -0.055, 0.003, 0.011, -0.074, 0.057, 0.033, -0.095, 0.008, 0.063, -0.065],
  "relative_energy_ev": 1.8501,
  "total_energy_ev": -33487.6684,
  "largest_force_ev_per_a": 3.17,
  "lumo_ev": 0.097,
  "multiplicity": 1
}